An isolated ion of composition C31H33N4O2 and charge +1 at a distorted geometry. Source: OMol25; level of theory: ωB97M-V/def2-TZVPD.

Its SMILES is CN(C)c1ccc([C@H](c2cn(C)c3ccccc23)[N@H+]2CCC[C@H]2CN2C(=O)c3ccccc3C2=O)cc1. The calculation puts the LUMO energy at -0.107 hartree. The value obtained for the total energy is -1570.38856 hartree. The HOMO-LUMO gap is 0.2578 Ha. For the relative energy (zero: lowest compared OMol25 entry of this formula, charge and spin), the calculation gives 0.0 kJ/mol.

Geometry as ORCA input:
```
! RIJCOSX wB97M-V def2-TZVPD def2/J DEFGRID3
* xyz 1 1
C 5.37 0.94 1.91
N 4.62 1.94 1.18
C 5.10 3.30 1.34
C 3.46 1.67 0.50
C 2.49 2.69 0.32
C 1.22 2.36 -0.16
C 0.95 1.07 -0.63
C -0.43 0.61 -1.16
C -1.20 1.66 -1.93
C -0.87 3.01 -2.21
N -1.80 3.55 -3.08
C -1.90 4.94 -3.49
C -2.69 2.55 -3.46
C -3.74 2.63 -4.32
C -4.39 1.44 -4.66
C -3.92 0.21 -4.16
C -2.85 0.13 -3.26
C -2.31 1.33 -2.80
N -1.04 0.00 0.24
C -2.01 0.97 0.87
C -3.37 0.51 0.36
C -3.20 -0.98 0.00
C -1.80 -1.31 0.49
C -1.16 -2.63 0.06
N -0.42 -3.36 1.14
C 0.78 -2.89 1.67
O 1.28 -1.79 1.42
C 1.22 -3.91 2.64
C 2.40 -3.99 3.37
C 2.53 -5.03 4.31
C 1.47 -5.95 4.50
C 0.29 -5.85 3.74
C 0.20 -4.82 2.81
C -0.92 -4.47 1.89
O -2.01 -4.96 1.79
C 1.95 0.10 -0.56
C 3.15 0.37 0.06
H 4.91 -0.04 1.84
H 6.40 0.89 1.52
H 5.45 1.22 2.98
H 4.78 3.91 0.49
H 4.74 3.76 2.27
H 6.20 3.28 1.37
H 2.71 3.71 0.63
H 0.50 3.17 -0.25
H -0.44 -0.35 -1.70
H 0.03 3.59 -2.00
H -2.81 5.05 -4.07
H -1.97 5.59 -2.61
H -1.03 5.25 -4.08
H -4.07 3.60 -4.70
H -5.26 1.46 -5.32
H -4.42 -0.71 -4.46
H -2.42 -0.83 -2.95
H -0.18 -0.11 0.80
H -1.74 1.99 0.61
H -1.91 0.83 1.98
H -3.71 1.08 -0.52
H -4.12 0.63 1.15
H -3.26 -1.15 -1.09
H -3.95 -1.64 0.47
H -1.83 -1.32 1.61
H -0.48 -2.52 -0.80
H -1.93 -3.35 -0.23
H 3.20 -3.27 3.19
H 3.44 -5.14 4.91
H 1.58 -6.74 5.25
H -0.54 -6.54 3.86
H 1.79 -0.87 -1.03
H 3.86 -0.45 0.19
*
```